(1)
This record from the OMol25 dataset describes a 2-piece molecular cluster, C3H4I2O overall in a non-equilibrium geometry. The level of theory is ωB97M-V/def2-TZVPD.

The geometry in XYZ format:
```
10
Properties=species:S:1:pos:R:3
C 2.26 0.47 0.46
C -0.14 0.69 2.92
O -0.33 1.34 3.90
H 2.49 0.67 1.45
H -0.77 0.10 1.14
I 1.66 2.30 -0.16
C -0.32 -0.27 2.09
I 3.44 -1.06 -0.77
H 1.27 -0.06 0.40
H 0.24 -1.21 2.13
```

## Properties
Largest force on an atom: 5.3 eV/Å
Structure (SMILES): C=C=O.ICI
Energy above the lowest of the compared OMol25 structures with the same formula, charge and spin: 210.8 kJ/mol
DFT total energy: -21421.964 eV

Atom charges from the natural (NBO) analysis, given in e for atoms 1 to 5: -0.708, 0.679, -0.456, 0.203, 0.264

(2)
This record from the OMol25 dataset describes C3H4IN as an isolated structure in a non-equilibrium geometry. The level of theory is ωB97M-V/def2-TZVPD.

The geometry in XYZ format:
```
9
Properties=species:S:1:pos:R:3
C -0.43 0.74 0.76
C 0.01 -0.53 1.02
H -0.48 -1.36 -1.52
H -0.93 1.50 1.20
N 0.28 0.82 -0.42
H 1.57 -1.05 -0.60
I -0.49 1.36 -2.25
H -0.27 -0.96 2.03
C 0.73 -0.51 -0.24
```

## Properties
Largest force on an atom: 4.7 eV/Å
Energy above the lowest of the compared OMol25 structures with the same formula, charge and spin: 532.6 kJ/mol
DFT total energy: -12760.002 eV

Atom charges from the natural (NBO) analysis, given in e for atoms 1 to 5: 0.017, -0.345, -0.042, 0.205, -0.593

(3)
This record from the OMol25 dataset describes C3H4INO2 as an isolated structure in a non-equilibrium geometry. The level of theory is ωB97M-V/def2-TZVPD.

The geometry in XYZ format:
```
11
Properties=species:S:1:pos:R:3
H -0.63 2.05 0.60
H -1.40 0.55 -0.08
I 2.61 -1.59 -0.33
C 0.12 -0.88 -1.46
O 0.92 0.14 2.04
H -1.52 0.92 1.64
C 0.33 0.20 1.02
C -0.90 1.00 0.75
H -0.81 -0.23 -1.29
O 0.33 -1.58 -2.41
N 0.95 -0.58 -0.48
```

## Properties
Largest force on an atom: 5.1 eV/Å
Energy above the lowest of the compared OMol25 structures with the same formula, charge and spin: 162.8 kJ/mol
DFT total energy: -16859.748 eV

Atom charges from the natural (NBO) analysis, given in e for atoms 1 to 5: 0.268, 0.229, 0.379, 0.502, -0.462

(4)
This record from the OMol25 dataset describes one molecule with the formula C3H4INS in a non-equilibrium geometry. The level of theory is ωB97M-V/def2-TZVPD.

The geometry in XYZ format:
```
10
Properties=species:S:1:pos:R:3
H -0.22 -0.57 1.70
C -0.47 -0.95 -0.92
C -0.84 0.28 -0.58
C 0.61 -0.18 1.02
H -1.79 0.60 -1.07
H -0.80 -1.61 -1.71
H 1.48 0.23 1.58
S 1.09 -1.33 -0.19
I 1.09 2.63 -0.27
N -0.14 0.91 0.43
```

## Properties
Largest force on an atom: 3.2 eV/Å
Structure (SMILES): IN1C=CSC1
Energy above the lowest of the compared OMol25 structures with the same formula, charge and spin: 120.8 kJ/mol
DFT total energy: -23599.781 eV

Atom charges from the natural (NBO) analysis, given in e for atoms 1 to 5: 0.234, -0.373, -0.080, -0.428, 0.227